The following is a quantum chemistry calculation of a molecular structure, C70H64CaGe2N3O2S4 in a non-equilibrium geometry, from OMol25.

```
146
Properties=species:S:1:pos:R:3:forces:R:3:mulliken_charge:R:1
Ca -3.5707 0.4279 -1.8292 1.74 -0.55 0.32 1.40
O -6.2740 1.3275 0.7974 -0.08 0.03 0.02 -0.68
C -5.8085 1.1863 -0.3186 -0.35 0.07 -0.05 0.05
O -5.4198 0.1208 -0.9100 -1.29 0.03 0.75 -0.77
C -5.7294 2.4249 -1.2247 -0.26 -0.07 0.16 1.13
C -6.9435 3.1203 -1.4616 0.13 0.16 -0.09 -0.84
C -6.9585 4.0915 -2.4117 0.00 0.01 -0.01 -0.90
C -5.7553 4.4339 -3.0827 -0.03 0.02 0.01 1.30
C -5.6860 5.4330 -4.0815 -0.02 -0.01 0.02 -0.71
C -4.4931 5.7475 -4.6683 0.04 -0.02 0.00 -0.74
C -3.3103 5.0905 -4.2640 -0.02 0.01 -0.01 -0.41
C -3.3495 4.1203 -3.3026 -0.04 0.00 -0.02 -0.61
C -4.5806 3.7518 -2.7124 0.21 0.00 0.05 -0.07
N -4.5929 2.7196 -1.8121 -0.33 0.03 0.08 -0.38
H -7.8181 2.8383 -0.8935 0.00 -0.01 0.00 0.50
H -7.8721 4.6186 -2.6629 0.00 0.00 0.00 0.43
H -6.5962 5.9484 -4.3654 0.00 0.00 0.00 0.38
H -4.4470 6.5124 -5.4324 0.00 0.00 0.00 0.40
H -2.3647 5.3605 -4.7166 0.00 0.01 0.00 0.45
H -2.4507 3.6174 -2.9706 0.00 -0.01 0.00 0.66
C 0.4904 1.4392 -3.8251 -0.03 -0.11 0.04 0.49
C -0.5387 1.1055 -2.9287 -0.06 -0.05 -0.06 -1.14
N -1.8045 1.0519 -3.3015 0.24 0.11 -0.34 0.32
C -2.1347 1.3109 -4.5806 -0.02 0.08 -0.06 -0.07
C -1.1864 1.7108 -5.5282 0.00 0.08 -0.04 0.86
C 0.1619 1.7517 -5.1166 -0.03 -0.04 0.03 -0.47
C -1.6179 2.1225 -6.8346 0.01 -0.03 0.03 -0.91
C -2.9279 2.1609 -7.1521 -0.04 -0.01 0.02 -1.29
C -3.9245 1.7183 -6.2159 -0.01 -0.03 -0.06 1.45
C -5.2984 1.7416 -6.5048 0.02 0.00 -0.04 -0.64
C -6.1963 1.2559 -5.5906 0.01 -0.03 0.04 -0.96
C -5.7071 0.7214 -4.3928 0.00 -0.05 0.00 -0.41
N -4.4256 0.7035 -4.0842 0.05 0.25 -0.37 -0.59
C -3.5370 1.2262 -4.9613 0.16 0.08 -0.02 0.09
H 1.5107 1.4476 -3.4617 -0.30 -0.06 -0.06 0.13
H -0.3187 0.8626 -1.8929 0.01 -0.02 0.00 -0.12
H 0.9259 2.0341 -5.8319 0.01 0.02 -0.02 0.46
H -0.8670 2.4318 -7.5516 0.01 0.01 0.00 0.45
H -3.2537 2.5053 -8.1258 -0.01 0.01 0.00 0.39
H -5.6344 2.1450 -7.4529 0.00 0.00 -0.01 0.43
H -7.2604 1.2681 -5.7794 0.00 -0.01 0.00 0.43
H -6.3781 0.2938 -3.6552 -0.01 0.03 0.01 0.62
C -4.6963 -4.4244 -0.6509 0.00 0.00 -0.02 -1.51
C -3.9270 -3.8802 0.5209 0.03 -0.03 0.06 0.52
C -2.7874 -4.5102 0.9866 -0.02 0.00 -0.02 -1.09
C -2.0330 -3.9818 2.0343 0.05 0.00 -0.03 0.91
C -0.8124 -4.7269 2.5128 -0.09 -0.01 0.02 -1.19
C -2.4411 -2.7809 2.6114 0.02 -0.01 -0.02 0.46
C -3.6311 -2.1601 2.1973 -0.01 -0.03 0.03 1.10
C -4.1452 -0.9273 2.8930 0.00 0.02 -0.04 -1.61
C -4.3469 -2.7126 1.1501 -0.04 -0.01 0.00 -0.53
C -1.6913 -2.1805 3.7565 -0.12 -0.10 0.01 -0.73
C -2.1306 -2.5373 5.0293 0.02 0.03 0.03 0.20
C -1.5452 -2.0024 6.1638 0.02 0.02 -0.07 -1.01
C -0.5131 -1.0942 6.0171 -0.04 0.02 0.01 0.15
C -0.0493 -0.7283 4.7527 0.01 0.03 0.16 -0.87
C -0.6285 -1.2755 3.6017 0.11 -0.05 -0.02 0.02
Ge 0.0792 -0.8813 1.7915 0.18 0.13 -0.06 -0.39
S -1.6135 -0.0363 0.5446 -0.32 0.13 -0.37 0.28
S 1.6963 0.6064 1.5734 0.12 0.09 0.04 0.01
Ge 2.0560 -0.6511 -0.4473 -0.07 0.04 0.00 -0.13
S -1.8120 -1.4077 -1.0311 0.01 -0.31 0.00 -0.42
S 1.0936 -2.5018 0.7559 -0.10 0.14 -0.11 -0.37
C 4.0999 -0.9495 -0.3572 -0.23 0.08 -0.05 -0.14
C 4.7841 -2.1269 -0.0496 0.11 -0.21 0.19 -0.72
C 6.1390 -2.2791 -0.3528 0.01 0.05 -0.05 0.45
C 6.8516 -1.2603 -0.9643 -0.14 0.06 0.01 -1.20
C 6.1952 -0.0716 -1.2580 0.05 -0.08 0.07 -0.31
C 4.8436 0.0778 -0.9612 0.12 0.11 -0.10 0.23
C 4.2058 1.3853 -1.3175 0.04 0.02 0.01 0.10
C 4.0662 2.3898 -0.3579 0.04 0.00 -0.01 0.61
C 4.5887 2.2268 1.0450 -0.03 -0.03 0.00 -1.28
C 3.4819 3.6011 -0.7262 -0.03 0.00 -0.02 -1.00
C 3.0627 3.8472 -2.0222 0.00 0.00 0.01 0.71
C 2.3887 5.1412 -2.3919 0.01 0.02 0.00 -1.47
C 3.2527 2.8509 -2.9761 0.16 0.11 0.07 -0.41
C 3.8084 1.6258 -2.6415 0.11 -0.04 0.00 0.88
C 3.9788 0.5600 -3.6924 0.02 0.00 0.01 -1.69
C 4.1324 -3.2435 0.7022 0.11 0.00 0.06 0.52
C 3.5097 -4.3023 0.0526 0.14 -0.07 -0.01 0.99
C 3.3598 -4.3338 -1.4454 0.01 0.00 -0.02 -1.84
C 2.9538 -5.3328 0.8100 0.02 -0.04 -0.02 -0.74
C 2.9911 -5.3221 2.1913 0.02 0.01 0.03 0.71
C 2.3661 -6.4264 3.0012 -0.04 0.02 0.04 -1.53
C 3.6059 -4.2441 2.8260 0.06 -0.06 -0.05 -0.56
C 4.1762 -3.2083 2.1051 0.00 0.01 -0.03 0.80
C 4.7660 -2.0219 2.8217 0.16 -0.04 -0.08 -1.67
C 1.0652 0.2670 4.7469 0.02 -0.03 -0.04 0.55
C 2.3696 -0.1694 4.9849 0.02 -0.02 0.00 0.82
C 2.6756 -1.6388 5.0977 -0.16 0.02 0.12 -1.63
C 3.3920 0.7679 5.0688 0.00 0.02 0.04 -0.80
C 3.1427 2.1277 4.9402 -0.02 -0.02 -0.03 0.74
C 4.2539 3.1363 5.0593 0.02 0.02 -0.02 -1.57
C 1.8390 2.5373 4.6938 0.02 0.01 -0.01 -1.20
C 0.7957 1.6270 4.5831 0.00 0.03 0.06 1.54
C -0.5907 2.1086 4.2527 -0.01 -0.01 -0.01 -1.61
H -4.1856 -5.2799 -1.0940 0.00 0.00 0.00 0.36
H -4.8053 -3.6576 -1.4218 0.02 0.00 0.01 0.22
H -5.7004 -4.7412 -0.3581 -0.01 0.01 0.00 0.35
H -2.4533 -5.4293 0.5151 0.00 0.00 0.00 0.30
H -0.9245 -5.7949 2.3150 0.01 0.00 0.00 0.61
H -0.6482 -4.5895 3.5826 -0.02 0.00 0.03 0.27
H 0.0867 -4.3813 1.9989 -0.02 -0.03 0.02 -0.21
H -3.3762 -0.1558 2.9415 0.03 0.01 0.01 0.18
H -4.4430 -1.1571 3.9200 -0.01 0.01 0.00 0.32
H -5.0042 -0.5125 2.3656 0.01 0.00 -0.02 0.47
H -5.2394 -2.2032 0.8007 0.01 0.01 -0.01 0.35
H -2.9513 -3.2409 5.1115 0.00 0.00 0.01 0.50
H -1.8959 -2.2831 7.1495 0.00 0.00 0.01 0.40
H -0.0448 -0.6470 6.8870 0.00 -0.01 0.01 0.50
H 6.6293 -3.2108 -0.0901 0.01 0.00 -0.01 0.42
H 7.9019 -1.3849 -1.1993 0.00 0.00 0.00 0.37
H 6.7279 0.7519 -1.7229 0.02 0.00 0.01 0.48
H 4.6380 1.1830 1.3457 -0.01 -0.03 -0.01 -0.03
H 3.9419 2.7415 1.7551 -0.01 0.03 0.02 0.26
H 5.5956 2.6506 1.1175 -0.01 -0.01 0.01 0.46
H 3.3498 4.3671 0.0314 -0.01 0.00 0.00 0.37
H 2.5445 5.9002 -1.6252 0.00 0.00 0.00 0.38
H 1.3105 4.9997 -2.5008 -0.02 -0.01 0.00 0.21
H 2.7664 5.5301 -3.3396 0.00 0.00 0.00 0.37
H 2.9466 3.0314 -4.0034 0.03 0.03 0.00 0.46
H 3.3565 0.7716 -4.5643 0.02 -0.01 -0.02 0.36
H 3.7073 -0.4210 -3.2990 -0.04 0.01 -0.01 0.26
H 5.0159 0.4976 -4.0305 0.01 -0.01 0.03 0.43
H 3.9079 -3.5238 -1.9239 0.01 -0.02 0.00 0.30
H 2.3060 -4.2275 -1.7142 -0.02 0.01 0.01 0.24
H 3.7170 -5.2813 -1.8558 -0.02 0.00 0.00 0.47
H 2.4561 -6.1506 0.2969 -0.01 0.00 0.00 0.26
H 2.0167 -7.2354 2.3596 -0.01 0.00 -0.01 0.36
H 1.5086 -6.0561 3.5702 0.04 -0.01 -0.04 0.23
H 3.0788 -6.8429 3.7160 0.01 -0.01 0.01 0.43
H 3.6298 -4.2082 3.9113 0.01 -0.02 -0.01 0.35
H 4.9289 -2.2484 3.8761 0.08 0.00 -0.19 0.56
H 4.0866 -1.1661 2.7519 -0.02 0.02 -0.01 -0.05
H 5.7123 -1.7097 2.3797 0.04 -0.03 -0.04 0.53
H 2.5031 -2.1402 4.1402 -0.04 0.05 0.07 -0.06
H 2.0341 -2.1300 5.8304 -0.03 0.02 0.04 0.59
H 3.7156 -1.7960 5.3844 -0.13 0.03 0.05 0.59
H 4.4074 0.4257 5.2438 0.01 0.00 0.00 0.21
H 5.1663 2.6721 5.4347 0.00 0.00 0.00 0.36
H 3.9787 3.9441 5.7403 0.01 0.00 0.00 0.41
H 4.4860 3.5893 4.0927 -0.01 -0.02 -0.02 0.27
H 1.6266 3.5955 4.5735 0.00 0.01 0.00 0.35
H -0.6936 3.1711 4.4758 0.00 0.00 0.00 0.54
H -1.3553 1.5583 4.8023 0.00 0.01 0.00 0.30
H -0.7939 1.9729 3.1859 0.01 -0.02 -0.01 0.15
```
Forces are in eV/Å.

Calculated values
E_LUMO	1.0	eV
relative energy (zero: lowest compared OMol25 entry of this formula, charge and spin)	85.4	kcal per mole
net charge	-1
HOMO energy	-3.63	eV
spin multiplicity	1
calculated total energy	-9445.264639	Ha
orbital gap	4.68	eV